A structure of composition N3O9Rb2. Source: OMol25; level of theory: ωB97M-V/def2-TZVPD.

```
! wB97M-V def2-TZVPD RIJCOSX def2/J DEFGRID3
* xyz -1 1
Rb -1.608 -2.639 2.306
Rb 1.951 0.057 -2.292
N -0.983 -1.133 -1.138
O -1.744 -1.636 -0.375
O -0.060 -1.822 -1.545
O -1.415 -0.260 -1.765
N -0.240 2.901 -0.992
O -1.401 3.059 -0.600
O 0.530 3.084 -0.102
O -0.127 2.321 -2.043
N 1.292 -0.973 2.113
O 1.386 -2.169 2.327
O 1.612 -0.273 3.005
O 0.807 -0.517 1.100
*
```

Values from the calculation:
Frontier orbital gap: 4.93 eV
Maximum force: 7.77 eV/A
Lowest unoccupied orbital energy: 1.378 eV
Energy above the lowest of the compared OMol25 structures with the same formula, charge and spin: 7.4 kcal per mole

Atom charges from the Löwdin analysis, given in e for atoms 1 to 5:
1. Rb 0.986
2. Rb 0.951
3. N -0.741
4. O -0.164
5. O -0.175

A cluster of 9 separate species, C9H36N8O9 in total. Source: OMol25; level of theory: ωB97M-V/def2-TZVPD.

```
! wB97M-V def2-TZVPD RIJCOSX def2/J DEFGRID3
* xyz 0 1
C -2.238 2.542 -2.877
O -2.949 2.049 -1.991
N -1.986 1.867 -4.108
N -1.783 3.867 -2.815
H -1.009 1.849 -4.245
H -2.335 0.925 -4.024
H -1.881 4.340 -1.955
H -1.083 4.222 -3.498
C -3.427 -1.562 -2.808
O -2.497 -1.369 -3.549
N -3.774 -2.817 -2.426
N -4.184 -0.563 -2.224
H -3.021 -3.384 -2.715
H -4.109 -2.932 -1.463
H -4.985 -0.759 -1.662
H -3.762 0.331 -2.039
C -0.380 -0.475 -0.037
O 0.220 -0.898 0.949
N -0.065 -0.981 -1.297
N -1.295 0.440 0.085
H -0.770 -0.998 -2.017
H 0.113 -1.976 -1.113
H -1.725 0.939 -0.647
H -1.320 0.842 1.007
C 1.351 2.313 -0.925
O 0.450 2.632 -1.686
N 1.730 3.226 0.089
N 2.062 1.183 -0.910
H 2.528 3.100 0.689
H 1.206 4.150 0.016
H 1.585 0.367 -1.271
H 2.440 1.073 0.038
C -0.407 -4.925 0.820
O -0.172 -3.820 -0.037
H 0.514 -5.527 0.815
H -0.478 -4.620 1.852
H -1.320 -5.427 0.497
H 0.425 -3.264 0.534
C 1.112 -1.090 4.030
O 0.764 0.113 3.324
H 0.319 -1.870 3.900
H 1.990 -1.663 3.668
H 1.317 -0.790 5.049
H 0.521 -0.143 2.430
C 4.045 1.282 2.873
O 3.106 0.893 1.889
H 4.374 0.414 3.419
H 4.811 1.748 2.310
H 3.660 1.992 3.676
H 2.237 0.627 2.291
C 3.170 -3.102 -0.443
O 2.445 -2.983 0.773
H 3.660 -4.046 -0.471
H 2.512 -2.948 -1.282
H 3.925 -2.307 -0.508
H 2.123 -2.069 0.882
C -1.497 3.504 1.298
O -1.385 2.591 2.328
H -1.551 3.041 0.330
H -2.349 4.265 1.340
H -0.519 4.096 1.332
H -0.457 2.485 2.515
*
```

Values from the calculation:
Frontier orbital gap: 10.58 eV
SMILES: NC(N)=O.NC(N)=O.NC(N)=O.NC(N)=O.CO.CO.CO.CO.CO
Maximum force: 3.39 eV/A
Lowest unoccupied orbital energy: 0.621 eV
Energy above the lowest of the compared OMol25 structures with the same formula, charge and spin: 14.6 kcal per mole

Atom charges from the natural (NBO) analysis, given in e for atoms 1 to 5:
1. C 0.823
2. O -0.727
3. N -0.846
4. N -0.817
5. H 0.383

The molecule C17H24N2O2S. Source: OMol25; level of theory: ωB97M-V/def2-TZVPD.

```
! wB97M-V def2-TZVPD RIJCOSX def2/J DEFGRID3
* xyz 0 1
C 5.570 -2.477 4.073
C 4.242 -1.883 3.620
C 4.400 -0.548 2.889
C 4.976 -0.716 1.480
O 4.164 -1.520 0.649
C 3.018 -1.019 0.123
C 2.583 0.300 0.223
C 1.393 0.685 -0.366
C 0.613 -0.225 -1.073
C 1.069 -1.537 -1.198
C 2.242 -1.931 -0.599
H 2.596 -2.946 -0.684
H 0.485 -2.242 -1.770
C -0.608 0.204 -1.768
N -1.517 0.935 -1.106
C -2.685 1.461 -1.775
C -3.892 0.562 -1.511
H -4.765 0.961 -2.029
H -3.680 -0.431 -1.911
C -4.150 0.457 0.000
C -4.676 1.786 0.537
O -4.030 2.568 1.198
N -5.962 2.034 0.197
H -6.517 1.385 -0.331
H -6.387 2.894 0.501
C -2.864 0.026 0.713
H -3.006 0.080 1.793
C -1.673 0.913 0.331
H -0.769 0.527 0.802
H -1.858 1.931 0.683
H -2.639 -1.008 0.442
H -4.924 -0.299 0.179
H -2.478 1.513 -2.845
H -2.873 2.467 -1.387
S -0.759 -0.170 -3.374
H 1.080 1.717 -0.297
H 3.164 1.044 0.746
H 5.929 -1.249 1.525
H 5.156 0.264 1.019
H 3.421 -0.069 2.816
H 5.060 0.112 3.455
H 3.607 -1.727 4.495
H 3.733 -2.586 2.959
H 6.104 -1.776 4.712
H 6.202 -2.719 3.223
H 5.399 -3.391 4.636
*
```

Values from the calculation:
Frontier orbital gap: 8.30 eV
SMILES: CCCCOc1ccc(C(=S)N2CCC(C(N)=O)CC2)cc1
Maximum force: 0.70 eV/A
Lowest unoccupied orbital energy: 0.607 eV
Energy above the lowest of the compared OMol25 structures with the same formula, charge and spin: 22.4 kcal per mole

Atom charges from the natural (NBO) analysis, given in e for atoms 1 to 5:
1. C -0.607
2. C -0.399
3. C -0.427
4. C -0.065
5. O -0.495